No. 1
Molecular formula: C3H7N3O2
Method: DFT, ωB97M-V/def2-TZVPD

**Multiplicity**: 1
**Highest occupied orbital energy**: -9.036 eV
**Orbital gap**: 9.30 eV

Last column: natural (NBO) charge in e.
Geometry (Å):
C  0.246  -0.825  -0.192  0.525
C  -0.131  1.360  -0.461  -0.330
C  0.034  1.904  0.962  0.499
H  -1.745  -2.389  0.243  0.455
H  0.916  -3.049  -0.509  0.398
H  1.857  -1.141  0.857  0.339
H  -1.071  -0.296  -1.605  0.424
H  0.785  1.611  -0.854  0.212
H  -0.847  2.045  -0.906  0.214
H  -0.792  1.424  1.725  0.077
N  0.061  -2.091  -0.611  -0.350
N  1.188  -0.284  0.571  -0.774
N  -0.641  0.064  -0.694  -0.614
O  -1.285  -2.383  -0.767  -0.536
O  0.754  2.800  1.307  -0.539

No. 2
Molecular formula: C25H24CaN8S
Method: DFT, ωB97M-V/def2-TZVPD

**Net charge**: +2
**Multiplicity**: 1
**Highest occupied orbital energy**: -13.670 eV
**Orbital gap**: 8.48 eV

Last column: natural (NBO) charge in e.
Geometry (Å):
Ca  -0.079  0.450  -0.417  1.772
C  -0.106  1.656  2.735  -0.274
N  0.190  2.225  1.410  -0.688
C  -0.515  3.475  1.084  -0.274
C  -1.222  3.427  -0.240  0.413
N  -1.264  2.395  -1.055  -0.667
C  -2.023  2.821  -2.152  0.141
C  -2.383  2.145  -3.315  -0.226
C  -3.147  2.829  -4.237  -0.196
C  -3.548  4.157  -4.017  -0.178
C  -3.198  4.839  -2.870  -0.217
C  -2.428  4.137  -1.950  0.094
N  -1.894  4.492  -0.715  -0.507
C  -0.709  0.281  2.670  0.408
N  -1.154  -0.315  1.584  -0.653
C  -1.713  -1.519  2.029  0.139
C  -2.369  -2.526  1.322  -0.242
C  -2.838  -3.606  2.042  -0.189
C  -2.666  -3.694  3.433  -0.184
C  -2.031  -2.699  4.147  -0.219
C  -1.568  -1.616  3.411  0.095
N  -0.916  -0.445  3.786  -0.510
H  -0.811  2.298  3.270  0.230
H  0.800  1.623  3.345  0.236
H  1.189  2.382  1.354  0.410
H  0.183  4.316  1.072  0.236
H  -1.250  3.699  1.861  0.229
H  -2.079  1.122  -3.506  0.208
H  -3.444  2.338  -5.153  0.235
H  -4.147  4.655  -4.766  0.239
H  -3.507  5.862  -2.703  0.240
H  -1.985  5.383  -0.255  0.438
H  -2.539  -2.456  0.256  0.213
H  -3.366  -4.398  1.529  0.231
H  -3.055  -4.555  3.957  0.239
H  -1.914  -2.758  5.220  0.240
H  -0.676  -0.165  4.724  0.438
C  5.687  0.786  -0.599  -0.408
N  4.899  -0.444  -0.634  -0.324
C  5.429  -1.715  -0.699  -0.024
C  4.402  -2.574  -0.722  -0.070
N  3.219  -1.823  -0.672  -0.372
C  3.558  -0.493  -0.606  0.305
S  2.642  0.944  -0.540  -0.435
C  1.949  -2.454  -0.813  0.397
C  1.855  -3.822  -0.559  -0.250
C  0.685  -4.482  -0.883  -0.107
C  -0.365  -3.771  -1.446  -0.234
C  -0.202  -2.410  -1.571  0.026
N  0.914  -1.739  -1.243  -0.556
H  6.730  0.514  -0.729  0.233
H  5.544  1.284  0.357  0.232
H  5.370  1.441  -1.406  0.240
H  6.489  -1.886  -0.745  0.257
H  4.403  -3.639  -0.831  0.250
H  2.670  -4.367  -0.112  0.244
H  0.605  -5.546  -0.705  0.251
H  -1.285  -4.245  -1.754  0.253
H  -1.017  -1.814  -1.977  0.191

No. 3
Molecular formula: C10H14ClNSi
Method: DFT, ωB97M-V/def2-TZVPD

**Multiplicity**: 1
**Highest occupied orbital energy**: -8.894 eV
**Orbital gap**: 9.18 eV

Last column: natural (NBO) charge in e.
Geometry (Å):
C  -2.212  0.342  2.621  -0.290
C  -1.142  0.154  1.952  -0.715
Si  -0.592  0.815  0.267  1.908
Cl  -1.127  3.270  0.143  -0.512
C  1.321  0.711  0.158  -0.540
C  2.094  1.508  -0.670  -0.141
C  3.491  1.428  -0.782  -0.212
C  4.112  0.435  -0.167  -0.189
C  3.429  -0.388  0.746  -0.221
C  2.073  -0.206  0.916  -0.187
N  -1.251  0.057  -1.127  -0.922
C  -2.411  0.526  -1.793  -0.423
C  -0.887  -1.364  -1.403  -0.396
H  -2.442  -0.056  3.510  0.188
H  -2.922  0.996  2.217  0.190
H  -0.276  -0.348  2.430  0.219
H  1.635  2.079  -1.371  0.205
H  4.097  2.059  -1.330  0.213
H  5.112  0.352  -0.387  0.206
H  3.909  -1.261  1.306  0.221
H  1.509  -0.974  1.487  0.198
H  -2.508  1.594  -1.621  0.233
H  -2.180  0.647  -2.847  0.186
H  -3.348  -0.043  -1.653  0.181
H  -0.324  -1.744  -0.545  0.197
H  -1.767  -1.919  -1.611  0.202
H  -0.182  -1.277  -2.274  0.201

No. 4
Molecular formula: C5H14N3
Method: DFT, ωB97M-V/def2-TZVPD

**Net charge**: +1
**Multiplicity**: 1
**Highest occupied orbital energy**: -13.473 eV
**Orbital gap**: 9.77 eV

Last column: natural (NBO) charge in e.
Geometry (Å):
C  -1.857  -1.161  0.223  -0.374
C  -0.828  -0.957  -0.901  -0.482
C  -0.816  -1.167  1.310  -0.465
C  0.128  -0.754  0.212  0.373
C  1.637  0.684  -0.922  -0.421
N  -0.757  2.219  -0.443  -1.078
N  1.312  -0.232  0.195  -0.064
N  2.307  -0.331  1.114  -0.616
H  -2.543  -0.322  0.267  0.221
H  -2.449  -1.996  0.174  0.232
H  -0.822  -1.899  -1.401  0.267
H  -0.933  -0.258  -1.698  0.243
H  -0.893  -0.344  2.144  0.256
H  -0.523  -2.062  1.840  0.256
H  1.008  1.501  -0.761  0.281
H  2.589  0.951  -0.894  0.208
H  1.307  0.145  -1.847  0.225
H  -1.441  1.759  -1.021  0.364
H  -0.687  3.161  -0.678  0.384
H  -1.189  2.152  0.467  0.369
H  3.254  -0.130  0.746  0.417
H  2.198  -0.960  1.873  0.405

No. 5
Molecular formula: C5H9NO
Method: DFT, ωB97M-V/def2-TZVPD

**Multiplicity**: 1
**Highest occupied orbital energy**: -8.416 eV
**Orbital gap**: 9.23 eV

Last column: natural (NBO) charge in e.
Geometry (Å):
C  -1.974  -0.692  1.068  -0.722
C  -1.136  -1.234  -0.060  0.555
O  -1.572  -2.046  -0.869  -0.532
C  0.297  -0.862  -0.072  -0.433
C  0.739  0.352  -0.443  0.228
C  2.218  0.649  -0.351  -0.641
N  -0.040  1.378  -0.926  -0.812
H  -2.997  -0.532  0.717  0.232
H  -1.972  -1.412  1.891  0.247
H  -1.585  0.264  1.427  0.217
H  0.969  -1.654  0.238  0.232
H  2.640  0.790  -1.351  0.223
H  2.774  -0.157  0.141  0.227
H  2.386  1.562  0.230  0.209
H  -1.049  1.273  -0.883  0.386
H  0.300  2.321  -0.760  0.385

No. 6
Molecular formula: CH6OS2
Method: DFT, ωB97M-V/def2-TZVPD

**Multiplicity**: 1
**Highest occupied orbital energy**: -9.304 eV
**Orbital gap**: 9.78 eV

Last column: natural (NBO) charge in e.
Geometry (Å):
C  0.768  0.147  -0.362  -0.753
S  0.256  1.446  -1.531  0.088
S  -0.473  2.842  -0.229  -0.129
H  1.384  0.568  0.450  0.227
H  1.324  -0.681  -0.834  0.232
H  -0.161  -0.258  0.075  0.206
H  0.707  3.445  0.029  0.126
O  -1.297  -2.824  1.039  -0.936
H  -1.649  -1.920  1.202  0.470
H  -0.858  -2.764  0.160  0.469

Calculated max |F|, 5.71 0.38 4.73 5.01 1.54 1.24 eV/A (same order as the records).
Calculated LUMO, 0.266 -5.192 0.291 -3.705 0.816 0.474 eV (same order as the records).
Calculated electronic energy, -433.08885 -2480.65122 -1193.85917 -362.82971 -325.89361 -913.29833 Ha (same order as the records).